a.
{
  "formula": "C5H10NO2",
  "method": "ωB97M-V/def2-TZVPD",
  "species": ["O", "O", "N", "C", "C", "C", "C", "C", "H", "H", "H", "H", "H", "H", "H", "H", "H", "H"],
  "positions_angstrom": [[-0.5565, 2.1655, -1.1097], [1.5432, 1.3722, -0.8302], [0.8001, -1.1609, -1.2632], [-0.1045, -0.1663, -0.4622], [-0.0536, -0.2316, 0.9685], [-0.7851, -1.4564, 1.4063], [0.2120, 1.2862, -0.9287], [-1.5279, -1.5660, 2.4531], [0.6163, -2.0037, -0.7107], [-0.2856, 0.8421, 1.4324], [-0.6197, -2.2215, 0.6958], [-1.6781, -0.8455, 3.1741], [1.8775, -1.0136, -1.3262], [1.9937, 2.2353, -0.8281], [1.0409, 0.0245, 1.5144], [-2.1368, -2.5035, 2.7274], [0.4370, -1.4405, -2.1919], [-1.1845, -0.4448, -0.7480]],
  "gap_ha": 0.3708,
  "smiles": "C=CC[C@H]([NH3+])C(=O)O",
  "multiplicity": 1,
  "total_charge": 1
}

***

b.
{
  "formula": "C5H10NO2",
  "method": "ωB97M-V/def2-TZVPD",
  "species": ["O", "O", "N", "C", "C", "C", "C", "C", "H", "H", "H", "H", "H", "H", "H", "H", "H", "H"],
  "positions_angstrom": [[-0.9840, 1.6474, 0.6680], [3.0358, -0.5315, -0.1345], [-0.4821, -0.5381, -0.3130], [0.7110, -1.1273, 0.4424], [1.8844, -0.2542, -0.0651], [-1.8127, -0.9375, 0.1433], [-0.2206, 1.1641, -0.3621], [1.2986, 1.1674, -0.4891], [-2.5112, -1.2300, -0.5531], [0.8483, -2.2801, 0.3174], [-0.5444, 1.6507, 1.5489], [1.9643, 1.8344, 0.1813], [0.5313, -0.9408, 1.4197], [1.5835, 1.3424, -1.5250], [-0.7249, 1.4370, -1.3506], [-2.3175, -0.0243, 0.4733], [-1.8934, -1.6659, 0.9266], [-0.3666, -0.7138, -1.3285]],
  "gap_ha": 0.4091,
  "smiles": "C[N@@H+]1CC(=O)C[C@@H]1O",
  "multiplicity": 1,
  "total_charge": 1
}

***

The most stable structure shown above is b; the least stable is a.